The following is a quantum chemistry calculation of a 2-piece molecular cluster, C3H7BrN overall, from OMol25.

Geometry (Å):
1 C -0.86 -1.85 -0.12
2 C 0.21 -1.29 0.52
3 C 0.98 -0.49 -0.28
4 N -0.22 2.19 0.16
5 Br 2.66 0.26 0.01
6 H -1.49 -2.49 0.47
7 H -1.14 -1.79 -1.11
8 H 0.58 -1.65 1.59
9 H 0.60 -0.02 -1.20
10 H -0.83 1.62 -0.36
11 H -0.75 2.72 0.83
12 H 0.28 2.80 -0.52

largest force on an atom	3.25	eV/Å
highest occupied orbital energy	-14.04	eV
total charge	+1
LUMO	-0.26223	hartree
energy relative to the best compared isomer or geometry (same formula, charge and spin)	36.5	kcal per mole
HOMO-LUMO gap	6.91	eV